1.
This record from the Open Molecules 2025 dataset describes a 2-piece molecular cluster, C5H15N2O2 overall. The level of theory is ωB97M-V/def2-TZVPD.

Geometry as ORCA input:
```
! RIJCOSX wB97M-V def2-TZVPD def2/J DEFGRID3
* xyz 2 2
O -0.4307 -1.1291 2.1272
C -1.4229 -1.0670 1.4371
C -1.4816 -0.3416 0.1338
C -1.2388 1.1643 0.3604
C -0.5950 1.8384 -1.0185
C 1.8601 1.2875 -0.8979
N 0.6624 1.1571 -1.6150
N -0.4622 -0.9929 -0.9030
H -2.3821 -1.5784 1.9515
H -2.5243 -0.5336 -0.3579
H -0.5269 1.4259 1.1219
H -2.2196 1.6047 0.5381
H -0.5924 2.9772 -0.7789
H -1.4223 1.5201 -1.7364
H 2.7421 1.0657 -1.5875
H 2.0921 0.4027 -0.1311
H 2.1064 2.1761 -0.3420
H 0.7620 1.6242 -2.4754
H 0.2176 -0.2517 -1.3845
H 0.0957 -1.6180 -0.1691
H -1.0129 -1.8178 -1.3501
H 2.7695 -1.2724 1.3056
H 2.4147 -2.4943 0.5676
O 2.0992 -1.5796 0.6684
*
```

Properties
- LUMO level (alpha / beta): -9.09 / -13.66 eV
- Energy relative to the best compared isomer or geometry (same formula, charge and spin): 418.8 kJ/mol
- <S²>: 0.758
- HOMO-LUMO gap (alpha / beta): 0.363 / 0.156 hartree

***

2.
This record from the Open Molecules 2025 dataset describes C5H15N3 as an isolated structure. The level of theory is ωB97M-V/def2-TZVPD.

Geometry as ORCA input:
```
! RIJCOSX wB97M-V def2-TZVPD def2/J DEFGRID3
* xyz 0 1
C -1.6506 1.5365 0.5688
C -2.1536 -0.9154 0.9849
C -1.4282 -1.5761 -0.1601
N -1.2154 1.6171 -0.6835
H -0.2512 1.3483 -0.8691
H -1.8143 1.7699 -1.4885
H -2.6857 1.8650 0.6945
H -1.6193 0.3117 1.1765
H -3.2335 -0.8953 0.8610
H -1.8980 -1.3255 1.9612
H -0.3511 -1.5882 0.0119
H -1.5977 -1.0263 -1.0907
H -1.7559 -2.6068 -0.3192
C 2.6516 -0.7439 -1.4256
N 1.3903 1.5243 1.1752
C 2.4811 0.0039 -0.1450
N 1.5068 0.8008 0.0258
H 1.8940 1.1554 1.9789
H 0.4061 1.7267 1.3607
H 3.2235 -0.1660 0.6442
H 2.6783 -1.8221 -1.2444
H 1.8297 -0.5226 -2.1058
H 3.5930 -0.4717 -1.9117
*
```

Properties
- LUMO level: 1.12 eV
- Energy relative to the best compared isomer or geometry (same formula, charge and spin): 458.6 kJ/mol
- HOMO-LUMO gap: 0.312 hartree

***

3.
This record from the Open Molecules 2025 dataset describes a 2-piece molecular cluster, C5H15NO overall. The level of theory is ωB97M-V/def2-TZVPD.

Geometry as ORCA input:
```
! RIJCOSX wB97M-V def2-TZVPD def2/J DEFGRID3
* xyz -1 2
C -2.4452 -0.3352 1.9857
C -1.0718 0.1287 1.5580
N -0.4680 -0.4488 0.3621
C 0.8265 0.1801 0.1043
C 0.6713 1.5094 -0.6327
C -0.1564 -1.8734 0.5490
H -2.7905 0.2100 2.8559
H -3.1011 -0.1468 1.1225
H -2.5340 -1.4185 2.0761
H -0.3736 -0.0498 2.4062
H -1.0143 1.1961 1.3451
H 1.3927 -0.4568 -0.5568
H 1.3762 0.3732 1.0361
H 1.5445 2.0837 -0.9447
H -0.0428 2.1673 -0.1366
H 0.3098 1.2469 -1.6359
H 0.7516 -1.9426 1.1733
H -0.0394 -2.4301 -0.3745
H -0.8534 -2.3223 1.2591
H 2.3222 0.1150 -4.7720
H 3.2101 1.1401 -4.0670
O 2.4857 1.0738 -4.7134
*
```

Properties
- LUMO level (alpha / beta): 3.37 / 3.26 eV
- Energy relative to the best compared isomer or geometry (same formula, charge and spin): 105.5 kJ/mol
- <S²>: 0.750
- HOMO-LUMO gap (alpha / beta): 0.080 / 0.332 hartree

***

4.
This record from the Open Molecules 2025 dataset describes a 2-piece molecular cluster, C5H15NO overall. The level of theory is ωB97M-V/def2-TZVPD.

Geometry as ORCA input:
```
! RIJCOSX wB97M-V def2-TZVPD def2/J DEFGRID3
* xyz -1 2
C -0.5458 -0.6657 -2.7254
N -0.8187 -0.0270 -1.4778
C 0.7925 -0.4012 1.9910
C -0.0640 -0.7225 0.7442
C 0.2560 0.1390 -0.4810
C 1.6448 -0.1521 -1.0168
H -0.0574 -1.6255 -2.5693
H 0.0842 -0.0809 -3.4168
H -1.4890 -0.9174 -3.2232
H -1.3254 0.8372 -1.5800
H 1.8491 -0.6654 1.8850
H 0.4410 -1.0206 2.8198
H 0.6305 0.6534 2.2211
H 0.1704 -1.7469 0.4364
H -1.0904 -0.4900 1.0392
H 0.2490 1.1937 -0.2218
H 1.9343 0.4490 -1.8840
H 2.3836 -0.0100 -0.2203
H 1.7201 -1.1738 -1.3759
H -1.5806 2.1553 3.4359
H -2.8280 1.7452 2.6394
O -2.3565 2.5259 2.9802
*
```

Properties
- LUMO level (alpha / beta): 3.58 / 3.41 eV
- Energy relative to the best compared isomer or geometry (same formula, charge and spin): 65.7 kJ/mol
- <S²>: 0.751
- HOMO-LUMO gap (alpha / beta): 0.088 / 0.321 hartree

***

5.
This record from the Open Molecules 2025 dataset describes a 2-piece molecular cluster, C5H15NO overall. The level of theory is ωB97M-V/def2-TZVPD.

Geometry as ORCA input:
```
! RIJCOSX wB97M-V def2-TZVPD def2/J DEFGRID3
* xyz 0 1
C 1.3900 1.8846 -0.6687
N 0.5097 0.7421 -0.7893
C -0.8109 -2.1970 1.2901
C -0.7919 -1.0216 0.3057
C 0.5904 -0.3531 0.1816
C 1.7433 -1.3279 -0.1209
H 1.4416 2.1735 0.3913
H 0.9432 2.7413 -1.1715
H 2.4345 1.8218 -0.9903
H 0.4675 0.4218 -1.7410
H -0.4052 -3.1027 0.8503
H -1.7973 -2.3658 1.7165
H -0.2086 -1.8990 2.1610
H -1.0782 -1.4066 -0.6826
H -1.5621 -0.2706 0.4837
H 0.8115 0.0999 1.1425
H 2.5378 -1.2004 0.6062
H 1.4282 -2.3734 -0.0493
H 2.1673 -1.2272 -1.1222
H -1.5316 1.7594 0.0803
H -2.5001 1.7203 -1.0476
O -2.4457 2.0127 -0.1183
*
```

Properties
- LUMO level: 0.98 eV
- Energy relative to the best compared isomer or geometry (same formula, charge and spin): 80.7 kJ/mol
- HOMO-LUMO gap: 0.362 hartree
- SMILES: CC[C@@H](C)NC.O

***

6.
This record from the Open Molecules 2025 dataset describes a 2-piece molecular cluster, C5H15NO overall. The level of theory is ωB97M-V/def2-TZVPD.

Geometry as ORCA input:
```
! RIJCOSX wB97M-V def2-TZVPD def2/J DEFGRID3
* xyz 0 1
C 1.2704 0.0996 -1.1306
N 0.5512 -0.8380 -0.2267
C -0.6580 -1.1994 -0.9815
C -0.7264 0.6189 1.4813
C 0.4949 -0.2231 1.1052
C 0.8775 -1.3233 2.1210
H 2.2668 0.3513 -0.7092
H 1.4718 -0.3091 -2.1148
H 0.7450 1.0572 -1.2143
H -0.4261 -1.7145 -1.9189
H -1.4470 -0.4310 -1.1643
H -1.0743 -1.8343 -0.2076
H -0.7891 0.6484 2.5816
H -1.6660 0.3456 0.9869
H -0.6156 1.6589 1.1528
H 1.3173 0.4857 1.1927
H 1.3587 -0.8184 3.0266
H -0.0045 -1.8570 2.5112
H 1.6902 -1.9197 1.7035
H -2.0565 2.5498 -2.1153
H -0.8366 2.1717 -3.0637
O -1.7437 2.4807 -3.0159
*
```

Properties
- LUMO level: 0.74 eV
- Energy relative to the best compared isomer or geometry (same formula, charge and spin): 174.9 kJ/mol
- HOMO-LUMO gap: 0.345 hartree
- SMILES: CC(C)N(C)C.O

***

| no. | energy (Eh) |
| --- | --- |
| 1 | -458.6665 |
| 2 | -363.6124 |
| 3 | -329.4130 |
| 4 | -329.4282 |
| 5 | -329.4769 |
| 6 | -329.4410 |